Record 1
This record from OMol25 describes a 6-piece molecular cluster, C31H67F5N6O10S overall. The level of theory is wB97M-V/def2-TZVPD.

Structure (XYZ):
```
120
C31H67F5N6O10S wB97M-V/def2-TZVPD
N 1.681 -1.324 -0.359
C 0.276 -1.718 -0.595
C -0.591 -0.568 -1.131
C -1.674 -0.041 -0.153
C -3.073 -0.194 -0.761
C -4.168 0.102 0.266
C -5.551 0.095 -0.286
C -6.253 -0.738 -1.079
S -5.884 -2.298 -1.835
O -4.831 -2.155 -2.792
O -7.123 -2.904 -2.201
C -5.254 -3.397 -0.443
F -4.817 -2.689 0.615
F -6.295 -4.154 -0.054
C -4.123 -4.359 -0.897
F -4.589 -5.200 -1.817
F -3.074 -3.708 -1.384
F -3.728 -5.057 0.168
C -7.594 -0.125 -1.359
O -8.433 -0.427 -2.129
O -7.683 1.001 -0.565
C -6.466 1.245 0.014
O -6.219 2.243 0.607
H 2.291 -1.738 -1.048
H 1.996 -1.613 0.555
H -0.148 -2.093 0.338
H 0.258 -2.540 -1.314
H -1.100 -0.920 -2.033
H 0.054 0.252 -1.445
H -1.483 1.001 0.103
H -1.649 -0.662 0.747
H -3.147 -1.208 -1.147
H -3.184 0.504 -1.594
H -4.004 1.116 0.646
H -4.111 -0.552 1.134
C 1.269 1.004 2.719
O 1.129 1.677 1.484
C 0.670 3.010 1.563
C 1.751 4.043 1.900
C 2.183 4.042 3.364
N 2.941 3.896 1.056
H 0.495 1.310 3.430
H 2.253 1.164 3.164
H 1.159 -0.062 2.519
H 0.285 3.239 0.565
H -0.174 3.082 2.263
H 1.318 5.025 1.688
H 2.857 3.215 3.587
H 2.718 4.964 3.594
H 1.323 3.974 4.033
H 2.686 4.025 0.082
H 3.236 2.923 1.110
C -8.698 -9.851 1.150
O -7.653 -9.436 2.008
C -6.793 -8.444 1.487
C -7.317 -7.007 1.601
C -8.416 -6.664 0.600
N -7.785 -6.685 2.952
H -8.374 -9.855 0.104
H -9.584 -9.220 1.250
H -8.969 -10.867 1.435
H -5.878 -8.518 2.081
H -6.526 -8.682 0.448
H -6.464 -6.357 1.388
H -9.382 -7.068 0.899
H -8.532 -5.583 0.525
H -8.178 -7.045 -0.395
H -7.019 -6.791 3.611
H -8.459 -7.394 3.228
C 7.476 7.216 2.589
O 6.344 6.539 2.075
C 6.620 5.473 1.188
C 6.978 4.145 1.867
C 8.384 4.103 2.457
N 6.007 3.775 2.899
H 8.276 7.286 1.848
H 7.861 6.730 3.490
H 7.162 8.224 2.856
H 5.696 5.323 0.624
H 7.403 5.767 0.475
H 6.929 3.380 1.085
H 8.438 4.638 3.406
H 8.676 3.072 2.653
H 9.117 4.540 1.775
H 5.093 3.693 2.461
H 5.914 4.569 3.527
C 7.999 9.022 -0.476
O 8.987 9.471 0.432
C 9.777 10.557 -0.010
C 9.133 11.937 0.165
C 8.037 12.247 -0.850
N 8.604 12.144 1.515
H 8.338 9.102 -1.513
H 7.062 9.570 -0.356
H 7.803 7.975 -0.255
H 10.679 10.523 0.607
H 10.088 10.398 -1.052
H 9.935 12.667 0.014
H 7.102 11.747 -0.597
H 7.835 13.317 -0.864
H 8.329 11.943 -1.857
H 9.357 12.067 2.192
H 7.982 11.369 1.731
C -0.960 -8.304 -5.708
O -1.850 -7.328 -5.203
C -3.198 -7.734 -5.082
C -3.521 -8.535 -3.814
C -3.027 -9.978 -3.844
N -3.020 -7.883 -2.601
H -1.446 -8.932 -6.461
H -0.557 -8.940 -4.916
H -0.131 -7.776 -6.176
H -3.775 -6.806 -5.051
H -3.510 -8.283 -5.981
H -4.613 -8.564 -3.742
H -1.957 -10.042 -3.648
H -3.529 -10.560 -3.072
H -3.229 -10.449 -4.808
H -3.444 -6.965 -2.521
H -2.031 -7.694 -2.740
```

- F_max: 0.9 eV Å⁻¹
- SMILES string: NCCCCCC1=C(S(=O)(=O)C(F)(F)C(F)(F)F)C(=O)OC1=O.COC[C@@H](C)N.COC[C@@H](C)N.COC[C@@H](C)N.COC[C@@H](C)N.COC[C@@H](C)N
- Electronic energy: -87067.7766 eV
- Gap between HOMO and LUMO: 0.2598 Ha

***

Record 2
This record from OMol25 describes a 4-piece molecular cluster, C3H16NO4 overall in a non-equilibrium geometry. The level of theory is wB97M-V/def2-TZVPD.

Structure (XYZ):
```
24
C3H16NO4 wB97M-V/def2-TZVPD
C -1.404 -0.770 0.616
C -1.083 0.113 1.793
C -0.411 1.368 1.360
O -1.207 2.124 0.423
N -0.195 -1.341 -0.088
H -1.985 -0.087 -0.028
H -1.997 -1.658 0.732
H -1.861 0.113 2.569
H -0.273 -0.281 2.463
H -0.189 2.020 2.215
H 0.489 1.184 0.763
H -1.842 2.727 0.791
H 0.489 -1.699 0.583
H 0.372 -0.654 -0.651
H -0.403 -2.098 -0.732
H 0.928 -0.527 -2.913
H 2.271 -1.130 -2.389
O 1.321 -1.092 -2.223
H -0.490 2.106 -1.436
H -0.740 1.695 -2.861
O -0.079 1.605 -2.154
H 2.837 -0.452 0.280
H 3.014 -1.988 0.298
O 2.440 -1.279 0.589
```

- F_max: 3.3 eV Å⁻¹
- Energy above the lowest of the compared OMol25 structures with the same formula, charge and spin: 0.659 eV
- Net charge: +1
- Electronic energy: -13044.4778 eV
- Gap between HOMO and LUMO: 0.4243 Ha

***

Record 3
This record from OMol25 describes C49H59IrN4O2 as an isolated structure in a non-equilibrium geometry. The level of theory is wB97M-V/def2-TZVPD.

Structure (XYZ):
```
115
C49H59IrN4O2 wB97M-V/def2-TZVPD
Ir 0.713 -0.236 0.066
N 1.067 -2.410 -0.860
C 1.606 -3.500 -0.040
C 0.659 -3.842 1.079
C 0.569 -2.769 2.152
O 0.238 -3.123 3.275
O 0.829 -1.530 1.833
H 0.121 -2.645 -1.158
H 1.643 -2.303 -1.686
H 2.563 -3.179 0.370
H 1.787 -4.385 -0.652
H 0.970 -4.764 1.565
H -0.356 -4.001 0.692
C -0.730 3.805 0.827
C -1.210 3.438 -0.556
C -2.385 4.029 -1.016
C -2.806 3.885 -2.326
C -2.005 3.189 -3.215
C -0.839 2.567 -2.794
C 0.054 1.922 -3.831
C -0.483 2.615 -1.435
N 0.639 1.812 -1.025
C 1.817 2.259 -1.176
C 2.106 3.669 -1.598
C 2.936 1.352 -0.928
C 4.347 1.821 -1.138
N 2.666 0.179 -0.552
C 3.657 -0.846 -0.678
C 3.988 -1.302 -1.964
C 3.337 -0.747 -3.217
C 4.940 -2.308 -2.093
C 5.539 -2.870 -0.979
C 5.196 -2.412 0.283
C 4.263 -1.397 0.458
C 3.960 -0.874 1.840
H -0.785 4.889 0.950
H 0.294 3.489 0.993
H -1.350 3.350 1.599
H -2.956 4.635 -0.320
H -3.726 4.353 -2.658
H -2.286 3.124 -4.262
H 0.611 2.693 -4.371
H -0.535 1.373 -4.566
H 0.775 1.240 -3.385
H 1.193 4.179 -1.888
H 2.803 3.697 -2.439
H 2.556 4.223 -0.769
H 4.507 2.768 -0.618
H 4.551 1.992 -2.201
H 5.057 1.087 -0.768
H 2.450 -0.155 -2.992
H 3.045 -1.560 -3.884
H 4.036 -0.111 -3.769
H 5.203 -2.653 -3.087
H 6.272 -3.659 -1.095
H 5.656 -2.847 1.162
H 4.346 -1.555 2.597
H 2.888 -0.753 1.993
H 4.434 0.102 1.990
C 2.305 4.702 5.145
C 3.365 4.283 4.354
C 3.153 3.338 3.359
C 1.891 2.771 3.136
C 0.831 3.224 3.929
C 1.040 4.173 4.919
C 1.792 1.765 2.053
C 0.765 1.035 1.605
C -0.551 0.729 2.126
C -0.749 0.380 3.431
C -2.080 0.117 3.872
C -3.092 -0.049 3.001
C -2.849 -0.152 1.530
C -1.600 0.605 1.171
H 2.458 5.439 5.924
H 4.357 4.692 4.513
H 3.985 3.023 2.733
H -0.162 2.833 3.768
H 0.205 4.503 5.527
H 2.728 1.677 1.506
H 0.086 0.380 4.120
H -2.279 0.074 4.939
H -4.111 -0.164 3.354
H -3.719 0.163 0.957
H -1.510 1.026 0.178
C -6.693 -2.743 -0.430
C -5.272 -2.520 0.021
C -4.878 -2.948 1.341
C -3.665 -2.658 1.835
C -3.280 -3.121 3.207
C -2.703 -1.816 1.047
C -2.953 -1.837 -0.446
C -4.365 -1.977 -0.813
N -1.962 -1.727 -1.277
C -2.165 -1.746 -2.759
C -0.783 -1.748 -3.443
C -2.887 -0.484 -3.264
C -2.860 -3.038 -3.237
H -7.194 -3.476 0.203
H -6.728 -3.094 -1.463
H -7.262 -1.811 -0.378
H -5.581 -3.531 1.931
H -3.933 -3.934 3.531
H -3.368 -2.308 3.925
H -2.240 -3.450 3.247
H -1.679 -2.070 1.298
H -4.699 -1.712 -1.798
H -0.076 -1.160 -2.858
H -0.860 -1.308 -4.442
H -0.396 -2.765 -3.565
H -2.249 0.387 -3.103
H -3.829 -0.287 -2.761
H -3.087 -0.575 -4.337
H -2.409 -3.903 -2.743
H -2.713 -3.144 -4.316
H -3.925 -3.064 -3.040
```

- F_max: 2.5 eV Å⁻¹
- Energy above the lowest of the compared OMol25 structures with the same formula, charge and spin: 2.544 eV
- Electronic energy: -64661.8950 eV
- Gap between HOMO and LUMO (alpha / beta): 0.1646 / 0.1659 Ha

***

Record 4
This record from OMol25 describes H30O15 as an isolated structure in a non-equilibrium geometry. The level of theory is wB97M-V/def2-TZVPD.

Structure (XYZ):
```
45
H30O15 wB97M-V/def2-TZVPD
H 0.653 0.066 0.297
H -0.454 0.661 -0.558
H 1.419 -2.327 -1.933
H 1.563 -1.756 -3.334
H 2.464 -1.767 -0.403
H 2.328 -3.178 0.145
H -3.622 1.405 2.181
H -4.712 1.576 3.226
H -2.454 1.249 -2.686
H -1.998 1.453 -4.121
H -5.666 -0.871 0.795
H -4.547 0.140 0.978
H -4.131 -2.622 -1.920
H -2.937 -1.702 -2.119
H 4.566 -0.880 3.675
H 3.737 -1.101 2.421
H -1.715 -3.007 -0.271
H -1.576 -3.771 1.036
H -2.195 5.970 1.111
H -2.186 4.531 0.622
H -1.938 -0.942 1.454
H -0.520 -1.346 1.086
H 3.973 2.571 0.226
H 4.936 1.991 -0.796
H 0.983 -0.970 2.896
H 2.089 -0.616 3.877
H 4.530 -0.233 -2.740
H 3.813 0.908 -2.037
H 2.442 2.042 -0.609
H 1.025 2.324 -1.081
O -0.106 -0.181 -0.243
O 0.909 -1.932 -2.649
O 2.986 -2.529 -0.126
O -4.570 1.552 2.273
O -1.680 1.175 -3.255
O -5.061 -0.309 0.298
O -3.565 -2.248 -2.605
O 4.316 -1.560 3.040
O -2.232 -3.354 0.465
O -1.779 5.390 0.464
O -1.179 -0.660 0.932
O 4.836 2.149 0.150
O 1.129 -0.656 3.796
O 4.215 0.668 -2.879
O 1.913 2.698 -1.077
```

- F_max: 13.6 eV Å⁻¹
- Energy above the lowest of the compared OMol25 structures with the same formula, charge and spin: 7.759 eV
- Electronic energy: -31193.9063 eV
- Gap between HOMO and LUMO: 0.2943 Ha

***

Record 5
This record from OMol25 describes a 8-piece molecular cluster, C48H98FN2O17P2 overall in a non-equilibrium geometry. The level of theory is wB97M-V/def2-TZVPD.

Structure (XYZ):
```
168
C48H98FN2O17P2 wB97M-V/def2-TZVPD
C -3.066 -5.926 5.618
C -3.565 -5.590 4.196
C -4.852 -4.764 4.183
F -5.698 -5.374 3.237
N -4.752 -3.405 3.778
C -4.266 -3.261 2.409
C -5.389 -2.691 1.533
C -4.895 -1.873 0.349
C -4.276 -2.751 -0.746
C -3.068 -2.119 -1.476
C -3.287 -2.078 -2.986
C -1.967 -2.038 -3.796
C -1.823 -0.804 -4.717
C -0.996 -1.210 -5.950
C 0.119 -0.275 -6.384
O -0.136 1.096 -6.109
C 1.046 1.812 -6.421
C -4.220 -2.518 4.792
P -4.488 -0.759 4.220
N -6.023 -0.419 4.053
C -2.687 -2.577 5.081
O -2.348 -3.023 6.193
O -1.918 -2.134 4.238
P -5.150 -2.668 6.425
C -5.138 -1.081 7.341
C -3.797 -0.801 7.972
C -6.932 -2.941 5.989
C -7.702 -3.463 7.199
H -3.123 -6.978 5.845
H -3.649 -5.348 6.318
H -2.070 -5.537 5.724
H -3.798 -6.534 3.721
H -2.798 -5.151 3.581
H -5.348 -4.904 5.132
H -4.018 -4.222 1.989
H -3.378 -2.654 2.296
H -6.127 -2.187 2.139
H -5.903 -3.544 1.101
H -5.670 -1.251 -0.067
H -4.113 -1.214 0.713
H -5.044 -2.882 -1.494
H -3.973 -3.703 -0.344
H -2.819 -1.145 -1.079
H -2.218 -2.769 -1.314
H -3.856 -1.193 -3.252
H -3.848 -2.943 -3.308
H -1.876 -2.946 -4.367
H -1.171 -1.960 -3.071
H -1.387 0.016 -4.172
H -2.813 -0.511 -5.036
H -1.652 -1.414 -6.782
H -0.524 -2.151 -5.709
H 1.054 -0.584 -5.925
H 0.227 -0.355 -7.463
H 1.701 1.198 -7.026
H 1.601 2.083 -5.533
H 0.834 2.706 -6.989
H -3.748 -0.520 3.051
H -3.871 0.027 5.212
H -6.172 -0.112 3.102
H -5.509 -0.228 6.783
H -5.831 -1.217 8.161
H -3.085 -0.423 7.265
H -3.961 -0.071 8.758
H -3.398 -1.678 8.456
H -7.341 -1.969 5.735
H -7.043 -3.553 5.115
H -7.754 -4.542 7.166
H -8.728 -3.129 7.153
H -7.264 -3.154 8.135
O -5.289 1.232 0.009
C -4.619 1.790 -0.812
O -3.328 1.445 -0.983
C -2.582 1.922 -2.108
C -1.959 3.280 -1.878
C -5.176 2.937 -1.628
H -3.213 1.907 -2.999
H -1.795 1.189 -2.273
H -2.715 4.045 -1.695
H -1.367 3.573 -2.745
H -1.310 3.260 -1.003
H -5.078 3.858 -1.055
H -6.229 2.742 -1.811
H -4.702 3.062 -2.600
O 1.401 3.544 -3.252
C 2.585 3.584 -3.039
O 3.188 4.778 -2.906
C 4.583 4.946 -2.577
C 5.425 4.925 -3.835
C 3.417 2.321 -3.036
H 4.914 4.213 -1.843
H 4.672 5.916 -2.101
H 5.353 3.967 -4.353
H 6.472 5.111 -3.593
H 5.082 5.692 -4.530
H 3.689 2.063 -4.059
H 2.812 1.521 -2.618
H 4.314 2.381 -2.428
O 5.864 7.166 -0.796
C 5.788 6.972 0.386
O 5.713 5.704 0.790
C 5.850 5.251 2.140
C 4.539 5.306 2.893
C 5.707 8.093 1.394
H 6.647 5.795 2.652
H 6.181 4.220 2.062
H 4.166 6.328 2.981
H 4.657 4.894 3.895
H 3.778 4.732 2.365
H 4.671 8.414 1.481
H 6.307 8.922 1.029
H 6.092 7.829 2.377
O -6.977 -4.782 -1.444
C -8.068 -4.356 -1.206
O -8.413 -4.139 0.075
C -9.594 -3.451 0.475
C -10.787 -4.382 0.550
C -9.095 -4.140 -2.299
H -9.780 -2.590 -0.169
H -9.377 -3.055 1.465
H -11.025 -4.810 -0.424
H -11.665 -3.849 0.917
H -10.573 -5.212 1.223
H -9.602 -5.082 -2.498
H -8.570 -3.821 -3.196
H -9.830 -3.371 -2.071
O 6.098 0.088 -4.518
C 6.164 -0.685 -3.600
O 5.439 -0.444 -2.502
C 5.278 -1.376 -1.426
C 6.409 -1.277 -0.426
C 7.113 -1.856 -3.626
H 5.148 -2.389 -1.809
H 4.342 -1.104 -0.943
H 7.369 -1.529 -0.879
H 6.235 -1.951 0.413
H 6.489 -0.259 -0.047
H 8.097 -1.513 -3.309
H 7.177 -2.218 -4.649
H 6.798 -2.695 -3.011
O 6.647 2.186 2.995
C 6.498 1.620 4.045
O 5.591 0.658 4.143
C 5.491 -0.205 5.284
C 4.665 0.431 6.375
C 7.259 2.045 5.281
H 6.481 -0.501 5.636
H 5.001 -1.111 4.929
H 5.124 1.353 6.742
H 4.550 -0.253 7.210
H 3.678 0.691 5.995
H 6.733 2.875 5.751
H 8.247 2.377 4.974
H 7.401 1.249 6.007
O 9.256 0.660 -4.614
C 9.047 1.379 -5.548
O 9.959 1.426 -6.545
C 9.726 2.087 -7.786
C 10.062 3.563 -7.708
C 7.848 2.295 -5.601
H 8.707 1.913 -8.133
H 10.386 1.601 -8.503
H 9.428 4.079 -6.987
H 9.934 4.036 -8.682
H 11.094 3.697 -7.384
H 8.079 3.213 -5.060
H 7.016 1.792 -5.117
H 7.521 2.540 -6.610
```

- F_max: 2.3 eV Å⁻¹
- Net charge: -1
- Electronic energy: -110447.7973 eV
- Gap between HOMO and LUMO: 0.2117 Ha